Entry 1:
This record from the OMol25 dataset describes a structure of composition C48H36BF4IrN4O4 in a non-equilibrium geometry. The level of theory is ωB97M-V/def2-TZVPD.

Properties
Gap between HOMO and LUMO (spin up / spin down) in eV: 4.9 / 4.7
HOMO level (spin up / spin down) in eV: -8.895 / -10.418
Total energy in eV: -78885.9044
Total charge: +1
Spin multiplicity: 6

Geometry (Å):
Ir  7.7670  -12.5388  21.2002
C  6.1526  -11.9794  30.9892
O  5.3103  -11.7381  29.8471
C  5.7876  -11.8994  28.5572
C  7.0580  -12.3590  28.1936
C  7.3572  -12.5362  26.9019
C  6.3612  -12.2387  25.9574
C  5.1677  -11.7054  26.2928
C  4.8494  -11.6234  27.6064
C  6.8056  -12.3173  24.5460
C  5.9508  -12.9930  23.6967
C  4.6814  -13.5807  24.0597
C  4.1389  -13.9910  22.8917
C  5.1018  -13.7905  21.8658
N  6.1417  -13.0878  22.3360
C  4.8808  -13.8603  20.4252
C  5.9950  -14.3484  19.6665
C  5.7421  -15.0129  18.3084
C  6.9592  -14.8276  17.5247
C  7.8291  -13.9505  18.4153
C  9.1739  -13.4924  18.0922
C  9.7718  -13.9523  16.8081
C  10.6184  -15.1503  16.8290
C  11.0781  -15.4144  15.5330
C  10.9550  -14.6797  14.4006
O  11.6381  -15.1161  13.3190
C  11.5044  -14.3821  12.1357
C  10.1993  -13.5319  14.4568
C  9.6102  -13.2067  15.7126
C  9.9007  -12.6521  18.9647
N  9.4492  -11.9727  20.0898
C  10.3010  -11.0834  20.5855
C  10.2718  -10.2374  21.7164
C  11.2331  -9.0583  21.7481
C  10.7326  -7.8549  21.2520
C  11.4964  -6.7538  21.3707
C  12.7789  -6.8003  21.9571
O  13.6293  -5.6399  22.1354
C  13.0826  -4.4532  21.5147
C  13.2713  -8.0224  22.5057
C  12.5109  -9.1605  22.4164
C  9.4476  -10.5158  22.8514
C  9.6237  -9.9947  24.1051
C  8.6990  -10.6216  24.9912
C  7.9796  -11.5509  24.1268
N  8.3648  -11.4841  22.8315
C  11.4167  -11.0582  19.6214
C  11.0392  -12.1338  18.6438
N  7.2657  -13.7881  19.7963
C  3.5679  -13.5417  19.9727
C  3.5398  -12.5060  19.0168
C  2.3463  -11.9432  18.5507
C  1.1438  -12.3126  19.0365
O  -0.0383  -11.7515  18.7387
C  -0.1085  -10.6488  17.7343
C  1.1477  -13.4311  19.9752
C  2.2911  -14.0019  20.3545
H  5.5261  -11.8946  31.8664
H  6.9934  -11.2322  31.0513
H  6.6335  -12.9995  30.9827
H  7.7606  -12.5895  28.9516
H  8.2997  -13.0442  26.5773
H  4.5993  -11.4405  25.4384
H  3.8912  -11.3393  27.9671
H  4.1053  -13.6340  25.0366
H  3.1188  -14.2181  22.8219
H  4.9161  -15.5149  17.7084
H  7.2245  -15.1059  16.5609
H  10.6933  -15.7897  17.6894
H  11.3688  -16.5047  15.3160
H  12.2138  -14.7818  11.3921
H  11.7595  -13.2894  12.3088
H  10.4508  -14.4561  11.8371
H  9.9905  -12.8218  13.6744
H  8.9144  -12.3378  15.6487
H  9.7780  -7.6733  20.7808
H  11.0613  -5.8120  21.0482
H  13.8661  -3.7074  21.5231
H  12.2235  -4.0587  22.0106
H  12.9361  -4.5899  20.4722
H  14.3221  -8.0705  22.7560
H  12.8364  -10.1113  22.7904
H  10.2529  -9.0635  24.2091
H  8.5432  -10.7524  26.0765
H  12.2909  -10.4377  19.8698
H  11.6058  -12.6156  17.8609
H  4.4907  -12.1216  18.6475
H  2.5492  -11.1889  17.8001
H  -1.1370  -10.5454  17.4149
H  0.6629  -10.8424  16.9643
H  0.1726  -9.6594  18.2248
H  0.2702  -14.0054  20.3940
H  2.2087  -14.9622  20.9134
F  6.4030  -10.9349  20.3437
B  6.3113  -10.3235  18.9814
F  6.9920  -11.2427  18.1639
F  6.7934  -9.0182  18.9986
F  4.9511  -10.2194  18.6620

Mulliken atomic charge list, values in e, 5 entries: Ir 1.604; C -0.748; O -0.423; C 0.672; C -0.370

Entry 2:
This record from the OMol25 dataset describes a structure of composition C48H36Cl4FeN6. The level of theory is ωB97M-V/def2-TZVPD.

Properties
Gap between HOMO and LUMO (spin up / spin down) in eV: 4.7 / 4.7
HOMO level (spin up / spin down) in eV: -8.519 / -10.387
Total energy in eV: -143773.3745
Total charge: +1
Spin multiplicity: 6

Geometry (Å):
Fe  -0.8216  0.0233  0.1311
Cl  -3.0511  6.6754  6.3745
C  -2.5218  5.4684  5.2546
C  -1.3888  4.7227  5.5386
C  -0.9830  3.7408  4.6493
C  -1.6940  3.5079  3.4750
C  -2.8110  4.2927  3.1922
C  -3.2336  5.2651  4.0820
C  -1.3128  2.4370  2.5242
C  -0.8981  2.8327  1.2181
C  -0.5342  4.1394  0.8792
C  -0.0196  4.0904  -0.4068
C  -0.1144  2.7591  -0.8263
C  0.1502  2.3175  -2.1496
C  0.7762  3.2842  -3.0921
C  -0.0128  4.0492  -3.9467
C  0.5670  4.9475  -4.8277
C  1.9472  5.0769  -4.8543
Cl  2.6779  6.1921  -5.9570
C  2.7488  4.3277  -4.0089
C  2.1574  3.4358  -3.1272
C  -0.2867  1.0960  -2.6256
N  -0.8186  0.0904  -1.8510
C  -1.2842  -0.8610  -2.7320
C  -1.7761  -2.1038  -2.3891
C  -2.3399  -2.9581  -3.4594
C  -3.4624  -2.5151  -4.1581
C  -4.0562  -3.3097  -5.1248
C  -3.5142  -4.5532  -5.4067
Cl  -4.2614  -5.5608  -6.5962
C  -2.3774  -4.9997  -4.7489
C  -1.8006  -4.2047  -3.7742
C  -1.7342  -2.6003  -1.0536
C  -2.0482  -3.9077  -0.6733
C  -1.7997  -4.0023  0.6848
C  -1.3889  -2.7349  1.1060
N  -1.3413  -1.8598  0.0438
C  -1.2027  -2.3862  2.4661
C  -1.1704  -1.0781  2.9075
C  -1.3790  -0.6802  4.2703
C  -1.5361  0.6608  4.2720
C  -1.3274  1.1182  2.9265
N  -1.1053  0.0334  2.0973
C  -1.1873  -3.4877  3.4674
C  -2.3396  -3.8411  4.1621
C  -2.3150  -4.8698  5.0908
C  -1.1276  -5.5463  5.3229
Cl  -1.0882  -6.8259  6.4874
C  0.0276  -5.2148  4.6331
C  -0.0093  -4.1876  3.7033
C  -1.0260  -0.4380  -4.0815
C  -0.3714  0.7410  -4.0143
N  -0.6465  1.9740  0.1739
H  -0.8305  4.9140  6.4441
H  -0.0902  3.1653  4.8595
H  -3.3584  4.1335  2.2719
H  -4.1101  5.8623  3.8737
H  -0.6168  4.9971  1.5248
H  0.3606  4.9061  -0.9981
H  -1.0902  3.9439  -3.9187
H  -0.0442  5.5448  -5.4892
H  3.8232  4.4400  -4.0430
H  2.7821  2.8531  -2.4614
H  -3.8825  -1.5428  -3.9344
H  -4.9349  -2.9715  -5.6557
H  -1.9492  -5.9584  -5.0050
H  -0.9013  -4.5421  -3.2749
H  -2.4135  -4.6857  -1.3194
H  -1.9211  -4.8657  1.3165
H  -1.4437  -1.3561  5.1063
H  -1.7626  1.2944  5.1121
H  -3.2644  -3.3098  3.9736
H  -3.2087  -5.1472  5.6313
H  0.9436  -5.7561  4.8234
H  0.8863  -3.9334  3.1505
H  -1.2788  -1.0065  -4.9603
H  0.0078  1.3371  -4.8272
C  3.8431  -1.5666  -0.2896
C  3.2177  -1.4374  1.0965
C  3.8308  -0.2574  1.8554
C  3.4197  -2.7268  1.8838
N  1.7511  -1.3016  0.9484
N  1.3351  -0.1527  0.2107
H  4.8808  -1.8841  -0.1981
H  3.8471  -0.6174  -0.8305
H  3.3099  -2.3121  -0.8823
H  4.9004  -0.4092  1.9992
H  3.3718  -0.1489  2.8407
H  3.7141  0.6843  1.3130
H  4.4818  -2.9384  2.0004
H  2.9476  -3.5636  1.3684
H  2.9848  -2.6423  2.8829
H  1.3189  -1.2233  1.8641
H  1.6417  -0.2709  -0.7512
H  1.7524  0.7112  0.5647

Mulliken atomic charge list, values in e, 5 entries: Fe -0.457; Cl -0.192; C 0.388; C -0.943; C -0.203

Entry 3:
This record from the OMol25 dataset describes a structure of composition C48H39F10N6O5SW in a non-equilibrium geometry. The level of theory is ωB97M-V/def2-TZVPD.

Properties
Gap between HOMO and LUMO (spin up / spin down) in eV: 6.6 / 6.7
HOMO level (spin up / spin down) in eV: -10.447 / -11.096
Total energy in eV: -109417.0790
Total charge: +1
Spin multiplicity: 3

Geometry (Å):
W  0.3310  -0.0466  -0.0103
C  -0.3771  0.6813  3.1163
N  -0.1444  -0.4869  2.2295
C  0.9610  -1.3109  2.7805
C  2.3166  -0.6406  2.7350
N  1.8569  1.1093  0.9846
C  2.5715  2.2071  0.4863
C  2.9000  2.3818  -0.8538
F  2.5413  1.4455  -1.7651
C  3.5685  3.4969  -1.3273
F  3.8319  3.6152  -2.6269
C  3.9596  4.4900  -0.4463
F  4.5948  5.5680  -0.8864
C  3.6674  4.3502  0.8985
F  4.0141  5.3041  1.7569
C  2.9879  3.2304  1.3359
F  2.7008  3.1614  2.6479
C  -1.3841  -1.3058  2.2142
C  -2.4006  -0.6686  1.2957
N  -1.7277  -0.3313  0.0378
C  -2.6197  0.0787  -0.9756
C  -3.3729  1.2511  -0.9088
F  -3.2775  2.0416  0.1691
C  -4.2082  1.6762  -1.9278
F  -4.8772  2.8205  -1.8103
C  -4.3275  0.9196  -3.0780
F  -5.1120  1.3204  -4.0694
C  -3.6137  -0.2600  -3.1808
F  -3.7152  -1.0053  -4.2794
C  -2.7977  -0.6657  -2.1410
F  -2.1427  -1.8235  -2.3012
H  -0.2617  0.3700  4.1558
H  -1.3913  1.0377  2.9713
H  0.3355  1.4680  2.9021
H  1.0190  -2.2122  2.1768
H  0.7314  -1.5766  3.8183
H  3.0330  -1.4423  2.9508
H  2.7866  1.1515  3.3947
H  -1.7694  -1.4162  3.2321
H  -1.1207  -2.2816  1.8201
H  -2.8683  0.2080  1.7567
H  -3.2020  -1.3914  1.1113
O  -0.3628  6.8506  3.8237
C  0.0101  6.8484  2.5306
O  0.4685  7.8319  2.0301
C  -0.1566  5.5644  1.7606
C  -0.9359  4.4926  2.1832
C  -0.9990  3.3278  1.4367
C  -0.2692  3.2193  0.2679
C  0.4572  4.3114  -0.1961
C  0.5088  5.4768  0.5445
N  -0.2764  2.0065  -0.5225
C  -0.5345  2.1841  -1.7661
C  -0.2873  1.1078  -2.6958
C  -0.4799  1.2342  -4.0537
C  -0.0831  0.1953  -4.8842
C  0.5061  -0.9187  -4.3141
C  0.6472  -0.9914  -2.9386
N  0.2385  -0.0011  -2.1291
H  -0.6533  5.9781  4.1133
H  -1.5470  4.5573  3.0766
H  -1.6506  2.5262  1.7329
H  1.0033  4.2404  -1.1296
H  1.0746  6.3333  0.2014
H  -0.8756  3.1515  -2.1245
H  -0.9159  2.1451  -4.4434
H  -0.2156  0.2641  -5.9556
H  0.8686  -1.7403  -4.9166
H  1.1300  -1.8323  -2.4620
O  2.9376  -2.1151  -1.5457
C  3.1144  -1.4279  -0.5509
C  4.4564  -0.8393  -0.1577
C  4.2043  -0.0744  1.1406
C  2.6662  -0.1164  1.3291
O  2.4214  0.3352  3.7495
N  2.1491  -1.0428  0.3339
H  4.7845  -0.2032  -0.9805
H  5.1923  -1.6361  -0.0579
H  4.5969  0.9397  1.1138
H  4.6784  -0.5753  1.9818
O  0.0242  -2.5143  -0.0926
S  -0.4514  -3.6943  -0.9275
C  1.0039  -4.5044  -1.6207
C  1.0239  -4.4658  -3.1337
C  -0.1340  -4.5838  -3.8975
C  -0.0622  -4.6429  -5.2851
C  1.1667  -4.5717  -5.9226
C  2.3264  -4.4485  -5.1649
C  2.2547  -4.4000  -3.7823
C  -1.0100  -4.9422  0.2793
C  0.0379  -5.6369  1.0933
C  0.4630  -6.9162  0.7433
C  1.4433  -7.5617  1.4821
C  2.0086  -6.9349  2.5841
C  1.5791  -5.6667  2.9506
C  0.5962  -5.0256  2.2112
H  1.0132  -5.5379  -1.2735
H  1.8506  -3.9764  -1.1821
H  -1.1049  -4.6456  -3.4184
H  -0.9703  -4.7526  -5.8651
H  1.2246  -4.6222  -7.0023
H  3.2899  -4.3887  -5.6542
H  3.1592  -4.2896  -3.1975
H  -1.5872  -5.6458  -0.3252
H  -1.7089  -4.3757  0.8970
H  0.0167  -7.4179  -0.1092
H  1.7603  -8.5571  1.2000
H  2.7674  -7.4417  3.1658
H  2.0038  -5.1797  3.8194
H  0.2453  -4.0495  2.5178

Mulliken atomic charge list, values in e, 5 entries: W 2.923; C -1.421; N 0.440; C -1.583; C -0.208

Entry 4:
This record from the OMol25 dataset describes a cluster of 8 separate species, C48H39NO33 in total in a non-equilibrium geometry. The level of theory is ωB97M-V/def2-TZVPD.

Properties
Gap between HOMO and LUMO in eV: 7.5
HOMO level in eV: -9.354
Total energy in eV: -119458.6680
Total charge: 0
Spin multiplicity: 1
SMILES: COCOC(=O)ON(C)C(C)=O.O=C1C=C(O)C(=O)C=C1O.O=C1C=C(O)C(=O)C=C1O.O=C1C=C(O)C(=O)C=C1O.O=C1C=C(O)C(=O)C=C1O.O=C1C=C(O)C(=O)C=C1O.O=C1C=C(O)C(=O)C=C1O.O=C1C=C(O)C(=O)C=C1O

Geometry (Å):
C  -1.7284  1.8761  -3.9403
O  -1.3348  0.4982  -3.8824
C  0.0688  0.5031  -3.7489
O  0.5878  -0.7936  -3.5222
C  0.6255  -1.1025  -2.1724
O  -0.3835  -1.1591  -1.5993
O  1.8321  -1.4091  -1.5498
N  2.4764  -0.2929  -0.9913
C  2.8034  0.7743  -1.9483
C  1.8261  0.1740  0.2247
C  0.6129  1.1088  0.2818
O  2.3143  -0.1746  1.2510
H  -0.9816  2.4653  -4.5269
H  -2.6993  1.9888  -4.4606
H  -1.7333  2.3239  -2.9225
H  0.5039  0.8709  -4.7045
H  0.3440  1.2454  -2.9708
H  2.8485  0.4014  -2.9799
H  2.1598  1.6734  -1.8586
H  3.8389  1.1029  -1.7250
H  0.2152  1.3842  -0.7100
H  0.7906  1.9887  0.9201
H  -0.1980  0.5368  0.7804
O  5.5250  -4.5191  -7.1167
C  5.2058  -3.8041  -6.1853
C  3.9390  -3.9422  -5.4757
C  3.6347  -3.1157  -4.4677
O  2.4892  -3.2170  -3.7926
C  4.5671  -2.0280  -4.0373
O  4.2359  -1.2872  -3.1274
C  5.8453  -1.9054  -4.7300
C  6.1516  -2.7337  -5.7348
O  7.3143  -2.6500  -6.3899
H  3.2723  -4.7302  -5.7967
H  2.5192  -2.5081  -3.1168
H  6.5187  -1.1274  -4.3980
H  7.2870  -3.3552  -7.0655
O  -5.3169  8.4108  -2.9912
C  -4.9397  7.3053  -3.3268
C  -4.2007  7.0614  -4.5635
C  -3.8233  5.8222  -4.8904
O  -3.1412  5.5649  -6.0159
C  -4.1424  4.6504  -4.0177
O  -3.7858  3.5359  -4.3753
C  -4.8597  4.8945  -2.7728
C  -5.2330  6.1351  -2.4412
O  -5.8869  6.3933  -1.3041
H  -3.9783  7.9158  -5.1872
H  -2.9928  4.6006  -6.0206
H  -5.0681  4.0421  -2.1429
H  -6.0412  7.3581  -1.3000
O  -9.7218  -0.5298  -6.0682
C  -8.9709  0.3347  -5.6580
C  -7.5215  0.1704  -5.6097
C  -6.7459  1.1509  -5.1324
O  -5.4143  1.0363  -5.0753
C  -7.3275  2.4355  -4.6336
O  -6.5745  3.2851  -4.1935
C  -8.7733  2.6113  -4.7028
C  -9.5492  1.6328  -5.1829
O  -10.8774  1.7597  -5.2631
H  -7.1142  -0.7633  -5.9711
H  -5.0871  1.8771  -4.6912
H  -9.1784  3.5515  -4.3549
H  -11.2001  0.9180  -5.6398
O  -5.3198  7.6086  1.8215
C  -5.2034  6.6813  2.6009
C  -5.3958  5.2897  2.2065
C  -5.2714  4.3091  3.1075
O  -5.4387  3.0226  2.7793
C  -4.9373  4.5969  4.5384
O  -4.8532  3.6709  5.3226
C  -4.7217  5.9878  4.9273
C  -4.8428  6.9678  4.0254
O  -4.6500  8.2526  4.3469
H  -5.6388  5.0960  1.1704
H  -5.2970  2.5195  3.6046
H  -4.4640  6.1817  5.9591
H  -4.7984  8.7556  3.5232
O  2.4934  1.6634  8.1315
C  2.3045  1.8075  6.9374
C  2.0285  0.6955  6.0373
C  1.8443  0.9089  4.7269
O  1.5889  -0.0991  3.8889
C  1.9185  2.2902  4.1454
O  1.7630  2.4434  2.9486
C  2.1715  3.4052  5.0524
C  2.3512  3.1870  6.3590
O  2.5827  4.1865  7.2173
H  1.9805  -0.2933  6.4710
H  1.4948  0.2815  2.9859
H  2.2052  4.3972  4.6236
H  2.6774  3.7636  8.0929
O  4.4383  -1.4509  2.7451
C  4.6959  -2.6259  2.5908
C  5.9543  -3.2221  3.0406
C  6.2010  -4.5188  2.8351
O  7.3430  -5.0959  3.2377
C  5.2143  -5.4047  2.1429
O  5.4976  -6.5774  1.9662
C  3.9501  -4.8220  1.7141
C  3.6939  -3.5220  1.9188
O  2.5379  -2.9742  1.5325
H  6.6611  -2.5728  3.5384
H  7.2710  -6.0328  2.9690
H  3.2402  -5.4787  1.2309
H  2.5715  -2.0235  1.7731
O  4.0598  -6.7045  6.0367
C  4.3397  -7.8833  5.9233
C  3.3711  -8.9535  6.1406
C  3.7396  -10.2331  6.0174
O  2.8770  -11.2385  6.2073
C  5.1425  -10.6141  5.6596
O  5.4313  -11.7932  5.5778
C  6.1050  -9.5434  5.4192
C  5.7353  -8.2642  5.5393
O  6.5897  -7.2569  5.3242
H  2.3620  -8.6659  6.4005
H  3.3902  -12.0565  6.0609
H  7.1103  -9.8304  5.1444
H  6.0759  -6.4401  5.4778

Mulliken atomic charge list, values in e, 5 entries: C -0.482; O -0.421; C -0.304; O -0.171; C 0.501